1.
Computed, not measured: a gas-phase ion, C3H9N4 (charge +1) at a distorted geometry, with ωB97M-V/def2-TZVPD.

Summary:
Structure (SMILES) ... N[C@@H]1NC=[NH+][C@H]1N
LUMO ... -3.50 eV
E_HOMO ... -14.0118 eV
Strongest force on any atom ... 6.4 eV Å⁻¹

Structure (ORCA input):
```
! wB97M-V def2-TZVPD RIJCOSX def2/J DEFGRID3
* xyz 1 1
C -0.0111 1.7417 -0.0638
C -0.7102 -0.4339 0.2839
C 0.7303 -0.3786 -0.3494
N -0.9384 1.0605 0.6038
N 0.9617 1.0188 -0.4928
N -1.7306 -1.1062 -0.4147
N 1.7909 -1.0024 0.4022
H -0.1686 2.8197 -0.0972
H -0.5719 -0.9079 1.2434
H 0.4964 -0.7452 -1.3201
H -1.5878 1.3428 1.2152
H 1.6888 1.3812 -0.9923
H -2.6846 -1.1731 -0.0007
H -1.8030 -1.0023 -1.4677
H 1.6642 -1.9671 0.2993
H 1.6791 -0.7182 1.4052
*
```

---

2.
Computed, not measured: a molecular structure, C19H42CrGeN2O4S3, with ωB97M-V/def2-TZVPD.

Summary:
LUMO (alpha / beta) ... -3.13 / -5.93 eV
E_HOMO (alpha / beta) ... -10.8047 / -11.0931 eV
Strongest force on any atom ... 0.8 eV Å⁻¹

Structure (ORCA input):
```
! wB97M-V def2-TZVPD RIJCOSX def2/J DEFGRID3
* xyz 1 6
Cr -1.0677 0.2161 0.9270
C 2.6843 1.0299 2.5392
C 2.2946 0.0191 1.4657
C 3.4036 -0.0941 0.4280
C 2.0275 -1.3446 2.0987
O 1.0734 0.4556 0.8653
Ge 0.7790 1.1518 -0.8967
O -0.5681 -0.2975 -1.0327
C -0.4439 -1.3756 -1.9727
C 0.4019 -2.4827 -1.3506
C -1.8299 -1.8962 -2.3223
C 0.2204 -0.8587 -3.2470
O -0.7299 2.0117 -0.0424
C -1.3109 3.2261 -0.5166
C -0.2481 4.3190 -0.5693
C -1.9047 2.9733 -1.9002
C -2.4081 3.6013 0.4658
H 3.6014 0.7258 3.0500
H 1.8789 1.1163 3.2709
H 2.8430 2.0109 2.0860
H 4.3203 -0.4447 0.9052
H 3.6091 0.8759 -0.0293
H 3.1361 -0.8039 -0.3595
H 2.9105 -1.7292 2.6141
H 1.7346 -2.0591 1.3265
H 1.2114 -1.2544 2.8223
H -0.0734 -2.8568 -0.4405
H 1.3910 -2.0983 -1.0924
H 0.5246 -3.3168 -2.0446
H -2.3381 -2.2896 -1.4430
H -1.7512 -2.7035 -3.0530
H -2.4346 -1.0938 -2.7517
H 1.2579 -0.5706 -3.0691
H -0.3272 0.0049 -3.6325
H 0.2160 -1.6381 -4.0102
H 0.5228 4.0788 -1.3051
H 0.2206 4.4330 0.4098
H -0.6984 5.2714 -0.8543
H -1.1227 2.6486 -2.5919
H -2.3573 3.8829 -2.2996
H -2.6682 2.1914 -1.8499
H -1.9845 3.8080 1.4511
H -3.1212 2.7716 0.5511
H -2.9472 4.4847 0.1229
C -5.1259 0.7048 2.7553
O -4.1422 -0.3737 2.6874
C -3.6825 -0.7077 1.5382
S -4.1654 -0.2278 0.0236
S -2.4062 -1.8353 1.3659
H -5.2913 0.8785 3.8105
H -6.0418 0.3915 2.2619
H -4.7152 1.5966 2.2865
C 1.9053 0.2655 6.5185
C 0.4394 0.6656 6.6277
N -0.1115 1.1449 5.3546
C -0.7853 0.5192 4.3904
S -1.3282 1.4948 3.0749
N -1.0697 -0.7814 4.3841
C -0.6216 -1.8943 5.2332
C -1.6291 -2.2434 6.3200
H 2.2811 -0.0635 7.4879
H 2.5048 1.1170 6.1913
H 2.0514 -0.5399 5.7966
H 0.3389 1.4830 7.3398
H -0.1725 -0.1421 7.0117
H 0.0571 2.1151 5.1351
H -1.6686 -1.0555 3.6212
H 0.3538 -1.6701 5.6493
H -0.4829 -2.7468 4.5684
H -1.7954 -1.4032 6.9955
H -1.2696 -3.0907 6.9051
H -2.5883 -2.5167 5.8779
*
```

---

3.
Computed, not measured: C6H10O in the gas phase, with ωB97M-V/def2-TZVPD.

Summary:
Structure (SMILES) ... C=C1CC(CO)C1
LUMO ... 0.94 eV
E_HOMO ... -9.0789 eV
Strongest force on any atom ... 0.6 eV Å⁻¹

Structure (ORCA input):
```
! wB97M-V def2-TZVPD RIJCOSX def2/J DEFGRID3
* xyz 0 1
C 1.7323 -0.0981 -0.4028
C 0.4166 -0.8480 -0.6828
C -0.3691 -1.0198 0.6358
C -1.0895 0.2791 0.2959
C -1.8003 1.1624 0.9862
O 1.5577 1.1024 0.3415
C -0.6628 0.1538 -1.1596
H 1.3610 0.8562 1.2564
H 2.4405 -0.7480 0.1317
H 2.1864 0.2193 -1.3473
H 0.5794 -1.7482 -1.2943
H -1.0787 -1.8555 0.6292
H 0.2481 -1.1023 1.5401
H -2.2427 2.0276 0.4988
H -1.9741 1.0529 2.0548
H -0.2689 1.0347 -1.6744
H -1.4617 -0.2963 -1.7643
*
```

---

4.
Computed, not measured: a molecular structure, C35H38BN6Os at a distorted geometry, with ωB97M-V/def2-TZVPD.

Summary:
LUMO (alpha / beta) ... -3.47 / -3.47 eV
E_HOMO (alpha / beta) ... -10.8843 / -10.8840 eV
Strongest force on any atom ... 1.3 eV Å⁻¹

Structure (ORCA input):
```
! wB97M-V def2-TZVPD RIJCOSX def2/J DEFGRID3
* xyz 1 1
Os -0.0888 0.3073 -0.4697
C 3.0766 3.8923 1.7472
C 2.7532 2.8499 0.7344
C 3.6165 1.8806 0.2268
C 2.8439 1.0754 -0.5899
N 1.5917 1.5572 -0.6323
N 1.5517 2.6365 0.1893
B -0.6335 2.8165 1.4919
N -0.0161 1.5745 2.2124
N 0.0643 0.3553 1.5959
C 0.2975 -0.5765 2.5370
C 0.3674 0.0698 3.7752
C 0.1548 1.4086 3.5346
C 0.0913 2.5277 4.5216
C 0.3859 -2.0387 2.3220
C 0.3701 -2.6532 1.0711
C 0.4145 -4.0312 0.9351
C 0.4784 -4.8362 2.0625
C 0.5007 -4.2451 3.3162
C 0.4551 -2.8668 3.4432
N -1.9535 2.2795 0.8784
N -1.8823 1.3697 -0.1239
C -3.1361 1.1488 -0.5644
C -4.0141 1.9324 0.1804
C -3.2302 2.6203 1.0914
C -3.6464 3.5973 2.1380
C -3.4079 0.2487 -1.6854
C -4.5607 0.3774 -2.4541
C -4.7760 -0.4628 -3.5372
C -3.8441 -1.4377 -3.8694
C -2.6940 -1.5781 -3.1043
C -2.5000 -0.7362 -2.0239
C 3.1704 -0.0852 -1.4184
C 4.3836 -0.1835 -2.0874
C 4.6177 -1.2486 -2.9460
C 3.6499 -2.2262 -3.1329
C 2.4445 -2.1522 -2.4463
C 2.2178 -1.0844 -1.5992
H 4.0999 3.7460 2.0850
H 2.9957 4.8975 1.3410
H 2.4089 3.8140 2.6069
H 4.6540 1.7491 0.4868
H -0.8544 3.6703 2.2994
H 0.5463 -0.3780 4.7374
H 0.3954 2.1632 5.5004
H 0.7420 3.3539 4.2373
H -0.9220 2.9226 4.5990
H 0.3268 -2.0511 0.1791
H 0.4041 -4.4782 -0.0510
H 0.5123 -5.9131 1.9634
H 0.5535 -4.8627 4.2031
H 0.4640 -2.4330 4.4339
H -5.0860 1.9889 0.0890
H -4.7298 3.5905 2.2343
H -3.2084 3.3491 3.1042
H -3.3282 4.6085 1.8773
H -5.2784 1.1512 -2.2126
H -5.6774 -0.3535 -4.1263
H -4.0134 -2.0901 -4.7158
H -1.9694 -2.3473 -3.3389
H -1.6249 -0.8736 -1.3923
H 5.1303 0.5901 -1.9593
H 5.5572 -1.3122 -3.4785
H 3.8329 -3.0499 -3.8098
H 1.7000 -2.9287 -2.5653
H 1.2683 -1.0508 -1.0356
C -1.1271 5.0185 -0.9275
C 0.2117 4.8080 -0.2081
C 0.2698 5.8003 0.9641
C 1.3392 5.1071 -1.2071
C 0.2525 3.3091 0.2166
H -1.2049 6.0540 -1.2642
H -1.9732 4.8152 -0.2663
H -1.2129 4.3707 -1.8043
H 0.5089 6.7999 0.5927
H 1.0145 5.5273 1.7064
H -0.6921 5.8571 1.4759
H 1.1044 6.0166 -1.7622
H 1.4570 4.2972 -1.9323
H 2.2985 5.2630 -0.7113
H -0.2213 2.8254 -0.6306
*
```

---

5.
Computed, not measured: C11H11P in the gas phase at a distorted geometry, with ωB97M-V/def2-TZVPD.

Summary:
Structure (SMILES) ... c1ccc(Cc2ccc[pH]2)cc1
LUMO ... 0.78 eV
E_HOMO ... -8.7041 eV
Strongest force on any atom ... 4.6 eV Å⁻¹

Structure (ORCA input):
```
! wB97M-V def2-TZVPD RIJCOSX def2/J DEFGRID3
* xyz 0 1
C -3.0668 0.6164 0.6977
C -2.3414 -0.4707 1.1961
C -2.8370 1.0314 -0.5952
C -1.1731 -0.7792 0.6384
C -1.7355 0.4777 -1.3363
C -0.9413 -0.4842 -0.7549
C 3.2987 -0.3295 0.9754
C 2.2043 -1.0194 0.2355
C 3.2678 0.9856 0.7563
C 1.5354 -0.2769 -0.6158
C 0.3076 -0.8008 -1.4863
P 2.0008 1.4790 -0.4867
H -4.0143 0.8744 1.2419
H -2.4924 -0.6519 2.2562
H -3.3609 1.8918 -1.0873
H -0.5845 -1.5942 1.0861
H -1.6366 0.9251 -2.3564
H 4.0717 -0.8119 1.6457
H 1.8199 -2.0859 0.4381
H 4.1076 1.4604 1.2461
H 0.4060 -1.8685 -1.7231
H 0.1972 -0.3144 -2.3585
H 0.9670 1.7458 0.3870
*
```